C27H31N7OS2Ti | the ωB97M-V functional and the def2-TZVPD basis

Values from the calculation:
* HOMO level (spin up / spin down): -6.705 / -7.396 eV
* net charge: 0
* relative energy (zero: lowest compared OMol25 entry of this formula, charge and spin): 27.5 kcal/mol
* <S²>: 2.020
* spin multiplicity: 3
* frontier orbital gap (spin up / spin down): 5.58 / 6.18 eV
* electronic energy: -3151.92254 Ha

Geometry as XYZ:
```
69
Properties=species:S:1:pos:R:3:mulliken_charge:R:1
Ti -0.21 0.04 -0.68 -0.147
C -0.30 4.38 -1.63 -1.823
C -0.58 2.93 -1.46 0.949
N 0.26 2.07 -1.07 1.153
N 1.58 2.43 -0.92 -1.363
C 2.28 1.32 -0.88 0.530
O 1.71 0.16 -0.99 -0.524
C 3.75 1.37 -0.78 0.509
C 4.48 0.19 -0.93 -0.205
C 5.86 0.23 -0.83 -0.813
C 6.51 1.43 -0.58 -0.380
C 5.78 2.60 -0.43 -0.679
C 4.40 2.57 -0.53 -0.406
C -1.90 2.32 -1.71 0.601
C -3.01 3.05 -2.09 -1.060
C -4.20 2.37 -2.32 -0.622
C -4.21 1.00 -2.20 -1.011
C -3.05 0.35 -1.82 -0.386
N -1.91 0.99 -1.55 0.754
H 0.77 4.55 -1.70 0.416
H -0.68 4.92 -0.76 0.316
H -0.79 4.79 -2.52 0.444
H 3.96 -0.73 -1.12 0.496
H 6.43 -0.68 -0.95 0.410
H 7.59 1.45 -0.50 0.383
H 6.29 3.54 -0.23 0.390
H 3.81 3.47 -0.41 0.444
H -2.94 4.12 -2.19 0.445
H -5.10 2.91 -2.60 0.436
H -5.11 0.42 -2.38 0.478
H -3.04 -0.73 -1.71 0.584
C -1.26 -3.64 0.07 -0.876
N -1.59 -2.88 1.27 0.553
C -0.95 -3.30 2.52 -0.700
C -1.66 -2.45 3.57 -0.152
N -2.91 -2.18 2.88 -0.201
C -2.80 -2.33 1.55 -0.067
S -4.03 -1.91 0.50 -0.362
H -1.89 -4.54 0.02 0.238
H -0.23 -3.97 0.16 0.515
H -1.35 -3.65 -2.04 0.402
H 0.12 -3.14 2.48 0.254
H -1.14 -4.37 2.68 0.498
H -1.12 -1.52 3.76 -0.063
H -1.83 -2.99 4.50 0.392
H -3.59 -1.52 3.22 0.301
C -2.25 1.75 1.61 -1.042
C -1.07 1.01 2.13 0.319
C -0.56 1.02 3.40 -0.981
C 0.60 0.19 3.39 -1.317
C 0.73 -0.30 2.12 0.900
C 1.79 -1.24 1.61 -1.725
N -0.30 0.19 1.32 1.220
H -2.78 2.22 2.44 0.447
H -2.94 1.09 1.09 0.121
H -1.96 2.56 0.92 0.076
H -0.96 1.57 4.24 0.519
H 1.26 -0.02 4.22 0.506
H 2.20 -1.80 2.45 0.504
H 2.61 -0.72 1.12 0.227
H 1.38 -1.95 0.89 0.188
S 0.83 -4.73 -2.72 -0.294
C 0.89 -3.13 -3.21 -0.677
C 0.39 -1.99 -2.57 -0.210
N -0.45 -1.82 -1.53 0.537
C -1.41 -2.90 -1.25 -1.176
H 1.45 -2.90 -4.11 0.300
H 0.76 -1.05 -2.98 0.254
H -2.42 -2.49 -1.26 0.257
```